222
Properties=species:S:1:pos:R:3:lowdin_charge:R:1 method="wB97M-V/def2-TZVPD" smiles=COC[C@H](C)N.COC[C@H](C)N.COCCNCCOC.COCCNCCOC.COCCNCCOC.COCCNCCOC.COCCNCCOC.COCCNCCOC.COCCNCCOC.OCCO.OCCO de_lowest_kcal_mol=93.1
C 3.7694 28.2713 8.6484 -0.102
O 4.5140 27.0653 8.8907 -0.204
C 5.8959 27.1940 8.5669 -0.199
C 6.5257 25.8157 8.9330 -0.176
N 5.7117 24.7973 8.2592 -0.086
C 5.4639 23.6214 9.0896 -0.198
C 4.5813 22.6318 8.3588 -0.232
O 3.5292 23.3134 7.7053 -0.192
C 2.6641 22.4752 6.8651 -0.061
H 3.9706 29.0820 9.3487 0.086
H 2.6866 28.1532 8.6896 0.081
H 3.9166 28.7110 7.6619 0.086
H 6.4117 28.0567 8.9885 0.122
H 5.9928 27.2952 7.4859 0.106
H 6.3856 25.7203 10.0098 0.107
H 7.5526 25.6324 8.6168 0.115
H 4.9087 25.2922 7.8980 0.056
H 4.8714 23.9698 9.9357 0.117
H 6.4453 23.2261 9.3516 0.127
H 4.2385 21.9173 9.1072 0.122
H 5.2889 22.1668 7.6724 0.120
H 1.7526 23.0230 6.6259 0.066
H 2.4365 21.4290 7.0698 0.073
H 3.1623 22.3342 5.9060 0.061
C 0.2999 27.9014 3.8325 -0.073
O 1.0800 26.8321 4.3512 -0.230
C 1.6225 27.1050 5.6852 -0.153
C 2.7547 26.1775 5.9799 -0.200
N 3.7616 26.1924 4.9353 -0.031
C 4.8796 25.2690 5.2932 -0.138
C 5.8073 24.9032 4.0094 -0.165
O 5.1795 23.9385 3.1720 -0.233
C 6.0618 23.4063 2.2150 -0.104
H 0.9615 28.7569 3.6959 0.089
H -0.4423 28.2975 4.5256 0.093
H -0.1328 27.6451 2.8654 0.096
H 0.8182 27.0930 6.4207 0.108
H 1.9328 28.1490 5.7259 0.118
H 2.3562 25.1633 5.9519 0.103
H 3.2340 26.3920 6.9350 0.105
H 3.3848 25.7513 4.1086 0.071
H 4.4770 24.3204 5.6483 0.096
H 5.5454 25.7810 5.9880 0.086
H 6.7620 24.5295 4.3796 0.118
H 5.9217 25.8211 3.4329 0.098
H 6.5063 24.2563 1.6972 0.070
H 5.4618 22.7990 1.5374 0.076
H 6.8319 22.8065 2.7000 0.093
C 4.0946 26.3512 0.8474 -0.031
O 5.0404 27.2681 0.1790 -0.189
C 6.3825 27.0734 0.4591 -0.226
C 7.2109 27.9499 -0.5909 -0.196
N 6.9793 27.6023 -1.9556 -0.083
C 7.3944 28.5775 -2.9362 -0.209
C 6.6791 28.3334 -4.3125 -0.197
O 5.3569 28.8802 -4.2376 -0.207
C 4.4536 28.3428 -5.2252 -0.101
H 4.2985 25.3121 0.5889 0.060
H 3.0744 26.6705 0.6343 0.092
H 4.2263 26.4125 1.9277 0.065
H 6.7041 26.0372 0.3541 0.101
H 6.6118 27.3805 1.4795 0.111
H 8.2688 27.8996 -0.3332 0.113
H 6.9328 28.9988 -0.4879 0.107
H 6.0166 27.3840 -2.1692 0.106
H 8.4744 28.5120 -3.0681 0.108
H 7.3155 29.6100 -2.5958 0.109
H 6.7280 27.2679 -4.5369 0.117
H 7.1068 28.8786 -5.1539 0.115
H 4.7487 28.4804 -6.2654 0.082
H 3.4837 28.8189 -5.0813 0.082
H 4.2758 27.2899 -5.0063 0.082
C -7.1104 24.4602 6.7836 -0.099
O -5.7876 23.9193 6.9716 -0.206
C -5.2349 23.2280 5.7934 -0.181
C -3.7501 22.9422 5.9620 -0.211
N -3.0208 24.1710 5.7114 -0.028
C -1.6118 23.8897 5.9532 -0.210
C -1.1826 24.2018 7.3343 -0.274
O -1.4824 25.4886 7.6091 -0.183
C -0.7681 26.0992 8.6729 -0.081
H -7.2980 25.2539 7.5067 0.085
H -7.8388 23.6528 6.7079 0.081
H -7.0968 24.9302 5.8002 0.072
H -5.4928 23.6614 4.8270 0.117
H -5.6731 22.2301 5.8124 0.106
H -3.3789 22.1604 5.2993 0.100
H -3.4610 22.5488 6.9366 0.115
H -3.3938 24.8207 6.3889 0.098
H -0.9670 24.3682 5.2160 0.107
H -1.3637 22.8442 5.7706 0.109
H -0.1058 24.0551 7.4188 0.113
H -1.7106 23.5991 8.0733 0.126
H 0.2624 26.2864 8.3708 0.069
H -0.9115 25.5562 9.6071 0.092
H -1.2529 27.0493 8.8974 0.088
C -4.4387 19.4775 -1.3584 -0.063
O -3.3994 19.6663 -0.3734 -0.224
C -2.0749 19.8417 -0.7958 -0.204
C -1.2606 19.8707 0.5111 -0.148
N -0.4561 18.6387 0.5814 -0.071
C 0.3152 18.5518 1.8136 -0.167
C 1.0030 17.1937 2.0258 -0.182
O 1.9875 17.2343 3.0750 -0.227
C 2.5082 15.9111 3.3006 -0.083
H -4.2551 18.5846 -1.9560 0.074
H -4.3694 20.3402 -2.0209 0.076
H -5.3636 19.3355 -0.7992 0.089
H -1.9678 20.7920 -1.3188 0.112
H -1.6768 19.0663 -1.4503 0.110
H -1.9472 19.8638 1.3577 0.102
H -0.6753 20.7877 0.5790 0.095
H -0.8835 17.7578 0.3336 0.114
H -0.3770 18.7516 2.6316 0.106
H 1.1466 19.2566 1.8238 0.111
H 1.5768 16.9215 1.1400 0.107
H 0.2586 16.4140 2.1874 0.125
H 1.7131 15.3448 3.7858 0.087
H 3.4008 15.8652 3.9245 0.094
H 2.7544 15.3682 2.3881 0.091
C -3.0295 19.6580 4.2267 -0.087
O -4.3121 20.2661 4.0120 -0.207
C -4.7820 20.4174 2.6689 -0.197
C -6.2958 20.6522 2.6506 -0.178
N -7.0990 19.5336 3.2116 -0.069
C -8.4751 19.9167 3.2138 -0.223
C -9.2790 18.8674 4.0401 -0.231
O -9.0501 18.8797 5.4200 -0.197
C -9.6064 17.7342 6.1136 -0.089
H -2.9416 18.6497 3.8222 0.088
H -2.8971 19.5031 5.2975 0.060
H -2.2094 20.3076 3.9209 0.076
H -4.5770 19.4801 2.1516 0.110
H -4.2635 21.2313 2.1623 0.112
H -6.6343 20.8232 1.6286 0.118
H -6.5163 21.4852 3.3181 0.102
H -6.9532 19.3961 4.2015 0.101
H -8.8780 20.0348 2.2079 0.119
H -8.5010 20.8850 3.7137 0.111
H -9.1798 17.8319 3.7144 0.116
H -10.3296 19.1429 3.9477 0.113
H -9.2751 17.8054 7.1496 0.085
H -9.3676 16.7487 5.7138 0.082
H -10.6959 17.7541 6.1405 0.080
C 3.0287 22.9297 -0.5401 -0.098
O 3.3294 21.5725 -0.7611 -0.196
C 2.1766 20.8204 -1.0616 -0.218
C 2.6875 19.3658 -1.0995 -0.153
N 1.5429 18.5447 -1.5929 -0.051
C 1.8182 17.1486 -1.8594 -0.204
C 0.5186 16.3360 -1.9608 -0.236
O -0.4209 17.1009 -2.6544 -0.210
C -1.5849 16.4232 -3.0963 -0.099
H 3.9669 23.2798 -0.1096 0.063
H 2.2085 23.0036 0.1739 0.061
H 2.8408 23.4530 -1.4776 0.098
H 1.7828 21.1626 -2.0187 0.129
H 1.4115 20.8282 -0.2853 0.091
H 3.0692 19.0916 -0.1160 0.095
H 3.5517 19.3170 -1.7619 0.121
H 0.7080 18.6276 -1.0305 0.053
H 2.3108 16.7065 -0.9934 0.095
H 2.4434 16.9220 -2.7230 0.116
H 0.0758 16.1394 -0.9843 0.098
H 0.6359 15.3320 -2.3687 0.120
H -2.3478 17.1289 -3.4250 0.075
H -2.0641 15.9540 -2.2371 0.087
H -1.4069 15.7880 -3.9640 0.089
C 1.6509 23.7550 2.9966 -0.183
C 1.0161 22.3998 2.7630 -0.221
O -0.2536 22.3839 3.3871 -0.087
O 0.6947 24.8142 2.8216 -0.102
H 2.5005 23.9398 2.3392 0.097
H 2.0248 23.8133 4.0188 0.105
H 1.6134 21.6187 3.2335 0.101
H 0.9312 22.0966 1.7195 0.084
H -0.8802 22.9109 2.8859 0.016
H 0.8866 25.5692 3.3827 0.015
C 4.4675 20.3114 3.8932 -0.225
C 4.2819 19.9369 2.4252 -0.213
O 4.2583 18.5077 2.2320 -0.078
O 3.2726 20.0410 4.5962 -0.083
H 4.6700 21.3793 3.9749 0.099
H 5.2938 19.7550 4.3358 0.128
H 5.1491 20.3488 1.9091 0.114
H 3.3527 20.3441 2.0265 0.098
H 3.5393 18.1231 2.7388 0.022
H 3.3921 19.3626 5.2648 0.088
C -2.5806 19.9025 9.4547 -0.067
C -2.6236 19.0274 8.1884 -0.416
C -1.1798 18.6836 7.6477 -0.171
O -0.7498 19.8286 6.8898 -0.185
C 0.3719 19.5534 6.0618 -0.106
N -3.3152 17.8388 8.6460 0.014
H -2.3542 20.9408 9.2119 0.060
H -1.8418 19.5175 10.1575 0.078
H -3.5491 19.9850 9.9480 0.071
H -3.2503 19.4882 7.4248 0.116
H -1.3125 17.7482 7.1041 0.109
H -0.4794 18.3772 8.4247 0.122
H 0.7033 20.5225 5.6888 0.069
H 0.2421 18.9558 5.1595 0.084
H 1.2014 19.2396 6.6955 0.083
H -3.1386 17.0615 8.0258 0.058
H -4.3132 17.9849 8.5936 0.074
C -0.7972 24.1895 -0.4396 -0.029
C -2.0593 24.4551 0.4288 -0.397
C -3.2683 23.6046 -0.0203 -0.159
O -3.9645 24.1219 -1.1933 -0.171
C -5.1367 23.3961 -1.3894 -0.134
N -1.7750 24.0986 1.7853 0.039
H -1.0173 24.7212 -1.3653 0.080
H -0.6620 23.1287 -0.6504 0.061
H 0.1716 24.4909 -0.0412 0.062
H -2.2706 25.5243 0.4127 0.138
H -3.9643 23.6278 0.8183 0.111
H -2.9843 22.5570 -0.1200 0.107
H -5.8152 23.7556 -0.6158 0.087
H -5.0778 22.3183 -1.2377 0.061
H -5.5180 23.5754 -2.3946 0.093
H -2.4879 24.5385 2.3495 0.093
H -0.9343 24.5672 2.0914 0.039